1.
{"formula": "C28H49NO16S4", "method": "ωB97M-V with the def2-TZVPD basis set", "smiles": "O=C(O)CC1=CC(=O)C(CCCCn2cccc2)=CC1=O.CCOS(C)(=O)=O.CCOS(C)(=O)=O.CCOS(C)(=O)=O.CCOS(C)(=O)=O", "energy_ha": -3947.48577, "e_homo_ev": -8.21, "gap_ev": 7.20, "symbols": ["H", "C", "C", "C", "H", "H", "H", "O", "H", "H", "O", "C", "C", "H", "O", "H", "O", "H", "H", "C", "O", "C", "H", "H", "O", "O", "C", "C", "H", "C", "H", "H", "H", "H", "H", "O", "H", "C", "C", "O", "O", "S", "H", "H", "C", "H", "H", "H", "S", "H", "H", "O", "C", "C", "S", "H", "O", "S", "H", "H", "H", "C", "O", "C", "H", "C", "C", "H", "H", "C", "H", "C", "H", "H", "H", "C", "H", "C", "C", "H", "H", "C", "H", "H", "H", "H", "N", "H", "H", "O", "H", "O", "C", "C", "O", "H", "H", "C"], "xyz": [[6.26504, -1.06865, 1.13382], [1.15968, -2.79272, 1.13303], [6.12113, 0.91387, 1.97210], [-2.13945, 4.24208, -2.77388], [-7.69204, -7.43154, -0.78651], [7.26525, -2.57842, -5.42477], [9.00367, 4.09442, 4.11618], [-7.29017, -3.56154, 0.95507], [-9.80479, -6.23689, -1.10520], [0.63753, 1.19825, 3.69903], [-1.68425, 5.13926, -3.79722], [-1.67078, 2.19696, 2.38261], [-0.56185, 1.22231, 1.87705], [-1.39238, -3.53824, 2.91593], [9.17440, 1.52800, 2.85121], [9.70877, 0.35062, -3.63186], [8.95642, -1.59111, -3.50201], [6.12246, 1.45922, 1.02520], [-8.22490, -6.79620, 0.78602], [-7.87994, -6.52224, -0.21268], [-0.77080, -4.04287, 2.35503], [0.49574, 0.84124, 2.65422], [-5.19426, -1.16450, -1.34932], [5.07886, 0.75519, 2.25119], [-9.30239, -4.54188, -0.10146], [2.66699, -0.15029, 2.08966], [0.73875, -1.28618, 1.11288], [-6.10428, 0.57650, -0.00297], [-0.90457, -1.61114, -0.29684], [-0.31936, -0.90724, 0.33485], [6.87512, -0.93364, 2.79820], [-5.10232, 0.77923, 3.92434], [-2.11559, 7.42715, -5.24637], [-4.82809, -0.98513, 3.75562], [8.01309, 2.91546, 5.01707], [6.88494, -1.25551, -2.19380], [2.26395, -2.89552, 1.25778], [-2.40697, 1.57580, 3.63229], [6.80883, -0.42991, 1.83178], [-1.85141, 4.00499, -5.98900], [-1.03498, 1.27989, -0.52047], [8.09424, 2.45920, 2.70711], [-3.23096, 4.24272, -2.71929], [-8.94167, -1.22326, 0.93261], [9.91071, -0.59272, -3.11869], [-6.28706, 1.68623, 2.04411], [-2.08477, 6.71717, -6.88448], [-1.76939, 4.63712, -1.82626], [-2.40293, 5.08861, -5.23139], [10.77255, 0.25758, -1.33220], [-2.03050, 2.37850, -3.86533], [-3.81815, 5.23581, -5.04836], [-1.74535, 6.60542, -5.85583], [8.07583, 3.52434, 4.11713], [7.40241, -1.18761, -3.52809], [-0.51806, 2.85569, -3.10716], [6.71245, 1.70372, 3.01427], [-8.31633, -3.27539, -0.00330], [-3.92756, -1.76520, 0.97678], [-6.78121, 1.16241, -0.65891], [7.11398, -3.49730, -3.89237], [-2.97492, 0.11811, 3.41077], [7.93813, 3.25310, 1.52278], [-5.27015, -0.63137, -0.38359], [7.22247, 4.19490, 4.04065], [1.46846, -0.18358, 1.97114], [-4.61570, -0.89679, 0.89175], [-9.84123, -2.58627, 1.65385], [-1.84363, 2.21048, -2.11845], [9.94994, -0.40172, -1.61415], [-2.35876, 2.56194, 1.57402], [-5.87544, 0.89489, 1.38565], [0.73766, -3.36298, 0.26823], [-6.93198, -5.99504, -0.09392], [10.07152, -1.36018, -1.10594], [6.82729, -2.59478, -4.42896], [-8.53323, -5.30565, -1.88259], [-8.90438, -5.65094, -0.91448], [-9.46925, -2.15434, 0.72654], [-10.28246, -1.97913, 0.02516], [-0.65851, 6.55673, -5.82487], [0.48191, -3.39678, 2.42989], [-2.67360, -0.48252, 4.32092], [-2.55323, -0.42512, 2.52816], [-3.23412, 2.25188, 3.96770], [5.74233, -2.52787, -4.49388], [-4.95563, -0.02493, 1.90536], [-1.64879, 1.53124, 4.46683], [-1.13024, 3.11735, 2.75830], [7.23794, -0.01806, -4.34079], [9.02159, 0.04163, -1.25030], [-8.00835, -2.82264, -1.32890], [-4.54835, 0.02140, 3.31843], [-0.68714, 0.61814, 0.42622], [0.99574, -3.34631, 3.51769], [10.88470, -0.94425, -3.46251], [7.82770, -0.31209, 1.45854], [-1.60153, 2.83940, -2.97333]], "forces_ev_per_angstrom": [[-0.0506, 0.0944, 0.0211], [-0.8424, 0.0140, 1.0587], [-0.3503, -0.7298, -0.6184], [-0.1257, -0.8040, 0.5295], [-0.0899, 0.0391, -0.0152], [0.0004, 0.0341, 0.0659], [-0.0048, -0.0868, -0.1058], [0.0673, 0.0168, -0.3756], [-0.1194, 0.2923, 0.1324], [0.2283, -0.2788, -1.0411], [-0.1588, 0.4242, -0.5725], [0.7464, 0.4945, 0.4058], [0.1656, -0.1586, 0.2642], [0.5016, -0.5382, -0.0434], [-0.0375, 0.2324, -0.3198], [-0.1725, -0.1214, -0.0473], [-0.5757, -0.1510, -0.2710], [0.1338, 0.1238, 0.1304], [-0.0556, -0.0350, -0.0888], [0.2586, 0.1330, 0.1309], [0.5251, 1.4143, -1.1877], [-0.7354, -0.6205, -1.7819], [-0.0428, 0.4527, 1.0343], [0.1151, 0.2510, 0.2196], [0.0069, 0.5851, 0.1108], [-0.5897, -0.1895, -0.0191], [-1.0717, -0.2083, -1.0616], [0.9580, -0.7056, 1.0167], [0.5812, 0.7921, 0.3456], [0.9030, 1.0865, 1.3023], [-0.1056, 0.0301, -0.0338], [0.4958, -0.3494, -0.9783], [0.0037, -0.0730, -0.0052], [0.1943, 1.0624, -0.3331], [0.0086, -0.0075, -0.0770], [-0.0449, 0.3023, -0.1782], [-0.9449, -0.0267, -0.1884], [0.3282, -0.3189, -0.3871], [0.3401, -0.0263, -0.0236], [-0.3904, 0.0675, 0.0462], [0.1490, -0.5980, 0.9812], [-0.6163, -0.0676, 0.5217], [0.0388, 0.1212, -0.1790], [0.1279, -0.0990, -0.0798], [0.5781, 0.5855, 0.4770], [0.3389, -0.7124, -0.7592], [-0.0456, -0.1195, 0.0547], [0.0690, 0.2651, -0.2259], [0.5130, 0.3928, 0.4144], [0.0009, -0.0423, -0.0750], [0.0086, 0.0742, 0.0094], [0.1706, -0.3349, -0.0929], [0.0739, 0.0784, 0.0793], [-0.0951, -0.0002, 0.0833], [0.3947, -0.5464, -0.2734], [-0.0342, 0.0235, 0.1241], [0.4509, 0.5808, 0.1913], [-0.6167, 0.0990, 0.2239], [-0.5351, 0.9143, 0.6059], [0.6464, -0.5957, 0.5695], [0.0005, 0.0747, 0.0057], [-0.3652, 0.0090, 1.2521], [0.2324, -0.3318, 0.0117], [-0.5424, 2.6870, 4.4915], [0.0312, -0.0607, -0.0327], [-0.9722, -0.1332, 0.5883], [-0.0304, -1.1210, -2.6202], [0.0474, -0.0172, -0.0562], [-0.0045, 0.2723, -0.2287], [-0.2847, 0.0283, 0.1419], [0.6126, -0.7536, 0.6308], [0.0712, -1.0578, -2.1670], [0.5991, 0.7797, 0.5070], [-0.0440, -0.0295, -0.0254], [0.0846, 0.0374, -0.0638], [0.1033, -0.0986, -0.0332], [-0.0210, 0.1757, 0.1092], [0.3481, -0.7456, -0.3302], [-0.1366, -0.0368, 0.0346], [0.0602, -0.0419, 0.0106], [-0.0624, -0.0457, 0.0115], [0.2286, -0.3975, 1.2342], [-0.2873, 0.5439, -0.9646], [-0.2148, 0.6543, 0.6607], [0.7118, -0.4842, -0.2969], [0.0526, 0.1128, 0.0701], [-1.5167, 1.2720, -1.2782], [-0.8274, 0.1015, -0.8136], [-0.6163, -0.8418, -0.4596], [0.0004, 0.0023, 0.4106], [0.0645, 0.0147, -0.0166], [0.2643, -0.3083, 0.2139], [1.0677, -2.0813, -0.0234], [0.1237, -0.8718, 0.8023], [0.0482, 0.5180, -0.9381], [-0.2282, -0.2182, -0.1618], [-0.0572, -0.0217, -0.0167], [-0.2127, -0.1174, -0.3706]], "mulliken_charge": [0.3678, -0.6816, -0.1260, -0.4018, 0.3854, 0.3303, 0.3685, -0.5951, 0.2770, 0.3701, -0.2741, -1.0891, 0.4782, 0.3330, -0.6087, 0.3301, -0.2625, 0.3067, 0.2592, -0.9782, -0.4872, -0.3574, 0.4133, 0.1049, -0.2902, -0.5269, 0.5975, -0.7443, 0.3804, -0.5259, 0.2903, 0.3608, 0.3119, 0.3168, 0.3091, -0.5411, 0.2908, -0.6638, -0.9472, -0.6013, -0.5038, 1.2378, 0.3365, 0.3058, -0.3827, 0.3885, 0.3667, 0.2394, 1.2206, 0.4241, 0.3704, -0.6391, -0.9297, -0.9448, 1.1886, 0.2067, -0.2553, 1.2597, 0.3642, 0.3853, 0.3120, 0.1499, -0.6437, -0.5498, 0.3085, 0.0922, -0.2655, 0.3291, 0.3282, -0.9162, 0.2932, -0.4253, 0.3544, 0.2848, 0.2709, -0.9608, 0.3225, -0.3363, -0.8967, 0.3238, 0.3118, 0.5408, 0.3502, -0.2202, 0.4268, 0.3650, 0.4541, 0.3818, 0.3979, -0.6494, 0.2277, -0.6549, -0.9060, 0.2308, -0.5031, 0.2647, 0.2569, -0.7689]}

2.
{"formula": "C28H50BF4N2O5Sn", "method": "ωB97M-V with the def2-TZVPD basis set", "energy_ha": -2221.02382, "e_homo_ev": -9.34, "total_charge": 1, "gap_ev": 3.98, "symbols": ["C", "C", "C", "H", "F", "H", "C", "F", "C", "H", "O", "C", "F", "H", "H", "C", "O", "C", "H", "C", "C", "H", "H", "H", "C", "H", "H", "H", "H", "H", "H", "H", "H", "H", "H", "B", "H", "O", "C", "C", "H", "C", "C", "C", "O", "C", "H", "C", "H", "H", "H", "C", "H", "H", "C", "H", "H", "H", "H", "F", "H", "C", "H", "C", "H", "H", "C", "H", "H", "H", "H", "C", "H", "O", "H", "H", "N", "C", "H", "H", "Sn", "H", "N", "C", "H", "C", "H", "H", "C", "H", "H"], "xyz": [[-24.66306, 2.12858, 25.95055], [-17.39746, 10.36863, 24.21251], [-24.37034, 11.24052, 24.90829], [-23.98844, 5.89641, 29.63368], [-21.49587, 7.02638, 24.90820], [-26.73656, 7.45029, 27.18310], [-22.41208, 2.66381, 26.40261], [-19.78891, 6.85422, 26.41585], [-21.45860, 6.69373, 31.76937], [-20.61945, 8.42675, 29.14171], [-24.61555, 9.03121, 24.62880], [-23.63611, 9.99357, 25.10480], [-21.81579, 7.58242, 27.01078], [-23.16419, 9.85590, 26.07765], [-23.65219, 0.87162, 24.57146], [-23.56389, 6.67349, 19.95887], [-23.89060, 7.00679, 22.18393], [-18.51468, 11.11070, 24.58469], [-22.27703, 8.48054, 20.00828], [-25.63240, 10.04328, 28.89453], [-23.85391, 4.93757, 29.13306], [-24.07185, 2.83050, 29.66034], [-22.20629, 3.04648, 27.40226], [-22.77183, 9.97675, 24.44084], [-26.01250, 3.91391, 29.45609], [-19.87733, 6.21457, 29.02102], [-24.41133, 0.04009, 26.06036], [-23.78013, 12.15593, 24.95054], [-23.83767, 6.86462, 18.92127], [-21.66804, 0.63213, 25.92739], [-26.60239, 4.29641, 27.47311], [-21.82583, 6.34037, 32.72156], [-16.41340, 10.73578, 23.96104], [-25.40461, 6.16005, 20.99405], [-27.65399, 9.91311, 28.03055], [-21.09394, 6.70976, 26.20366], [-20.57558, 10.25961, 25.02828], [-24.84583, 8.19031, 27.60114], [-26.83741, 9.28791, 28.39169], [-24.42940, 9.03997, 28.68299], [-25.05280, 11.38173, 25.74639], [-26.24446, 8.41497, 27.30692], [-22.38999, 7.48842, 20.44537], [-24.54056, 3.80211, 29.81645], [-24.61919, 4.94134, 27.92752], [-26.02585, 4.78259, 28.26008], [-27.26115, 8.81998, 29.28027], [-21.43955, 7.99297, 31.25207], [-19.30528, 7.95924, 24.97306], [-25.27996, 7.86521, 20.73777], [-18.59925, 12.18708, 24.60997], [-22.52006, 1.11454, 26.40641], [-20.42837, 4.87858, 31.13512], [-21.91858, 7.28018, 22.68782], [-24.68579, 6.97871, 20.95947], [-22.58861, 0.80245, 27.44853], [-26.37986, 9.12145, 26.48798], [-23.51523, 9.53899, 28.36147], [-25.97130, 11.70559, 23.43347], [-21.51824, 5.45082, 26.39518], [-26.40732, 5.78584, 28.45005], [-20.64580, 5.92967, 31.01542], [-22.79549, 8.73001, 22.31049], [-19.51235, 10.12857, 24.89129], [-21.50303, 2.88515, 25.84336], [-26.55791, 9.39856, 23.92423], [-20.74585, 7.81031, 30.01945], [-21.47032, 6.91668, 20.32117], [-24.44581, 3.89389, 30.89844], [-25.50864, 2.15658, 25.26330], [-22.80078, 4.79441, 28.89114], [-25.12442, 11.04272, 23.61091], [-25.41158, 10.87975, 28.23146], [-23.66257, 3.19916, 25.94115], [-23.23545, 5.64322, 20.09593], [-26.46927, 4.47749, 30.26963], [-20.27454, 6.57974, 29.87482], [-23.83609, 0.86794, 25.64583], [-24.22757, 8.40272, 29.54397], [-24.43788, 11.21020, 22.78102], [-24.18854, 6.10100, 25.15110], [-21.85137, 8.91291, 31.64004], [-18.92890, 8.87918, 24.79376], [-17.66405, 9.01896, 24.36576], [-26.65491, 3.04293, 29.32654], [-25.51605, 9.59368, 23.67013], [-17.07102, 8.13598, 24.17851], [-25.09708, 2.05616, 26.94778], [-22.60764, 7.71403, 21.96321], [-25.85195, 10.36028, 29.91405], [-25.32621, 9.12019, 22.70687]], "forces_ev_per_angstrom": [[1.3033, -0.8931, 0.5523], [1.4751, -0.6917, 0.1388], [-0.8792, 2.2916, 0.9292], [0.1140, 0.0718, 0.2294], [-0.8887, 0.3409, -2.2307], [-0.0611, 0.0642, -0.3132], [0.7754, -1.1216, 0.6278], [1.9872, -0.1465, 0.1850], [0.4566, 0.0956, 1.9412], [-0.0523, 0.6188, 0.3955], [0.5387, -2.1843, 1.3013], [0.9043, -0.1961, -1.2633], [-0.7558, 0.4110, 0.6226], [-0.9786, -0.7188, 0.3097], [-0.1536, -0.5996, 0.0381], [-0.4788, 0.1858, -0.0048], [-1.0126, -0.0384, 1.0023], [-1.9642, -1.8767, 0.2538], [-0.0162, -0.2167, -0.4214], [1.1169, -0.1660, -0.5491], [-0.6288, -0.0033, -0.5506], [-0.0805, -0.0022, -0.7380], [-0.2578, 0.0288, 0.0948], [0.0850, -0.2189, -0.4302], [-0.8068, 0.3560, 1.5481], [0.0952, 0.0250, 0.3716], [0.2828, -0.4326, -0.6382], [0.3237, -0.1530, -0.3437], [0.0985, -0.0814, 0.0456], [-0.0633, 0.0828, 0.1315], [0.4247, 0.2775, -0.5859], [-0.1336, 0.2085, 0.0170], [-0.1226, 0.1400, -0.1116], [0.1325, -0.1201, 0.4128], [0.2316, 0.1432, -0.2531], [-0.8098, 1.5797, 0.8486], [0.1625, -0.1328, 0.3838], [-1.0724, -0.2587, -0.6433], [-0.4026, -0.4538, 1.2498], [-0.8912, 0.4538, 0.2941], [-0.4027, -0.1462, 0.0629], [-0.0088, 0.7382, 0.4503], [1.2755, 1.0289, 1.0066], [0.5964, -1.3259, 2.3760], [-0.5393, 0.7645, -2.5651], [0.9406, 0.7995, -0.7355], [-0.0222, -0.7942, -0.2134], [0.7780, -0.2161, -2.8147], [-0.3018, 0.6131, 0.0769], [0.4373, 0.5138, 0.2742], [-0.2087, -0.1689, -0.0416], [-0.7671, 0.5717, 0.1447], [0.1087, 0.0466, 0.0741], [0.2118, -0.1593, -0.4976], [1.4033, -1.0060, -0.0922], [-0.0448, -0.3691, -0.1349], [0.4668, -0.8070, -0.9881], [-0.0110, 0.0231, 0.2584], [0.0377, 0.0323, 0.2946], [-1.2713, -2.7574, 0.5299], [-0.2865, -0.0300, 0.0540], [0.0326, -3.1363, -0.9306], [0.2525, 0.3179, -0.5242], [0.9683, 1.0280, -0.2156], [-0.6476, 0.8553, -0.7256], [0.0445, 0.0475, 0.4638], [-1.0498, 3.0555, -0.1430], [0.0731, 0.3042, -0.2624], [0.0264, 0.1416, 0.1545], [0.3354, 1.0578, -0.4166], [-0.1511, 0.0009, -0.0261], [-0.0133, 0.7724, -0.4536], [-0.1260, 0.3555, 0.2898], [-0.7057, 0.3059, -1.3622], [-0.5555, -0.1968, -0.2753], [-0.2259, -0.1322, 0.1210], [-0.2808, -0.5483, 1.1396], [-0.2379, 0.8861, 0.8666], [0.0849, 0.1439, 0.1205], [0.0673, -0.0469, -0.0838], [1.5053, 0.7855, 1.1725], [-0.0451, -0.1667, -0.1542], [-0.6224, 0.8173, -0.5091], [0.6637, 0.3842, -0.2945], [0.6571, -0.3765, 0.0723], [0.5414, -0.2124, -0.6553], [0.1648, 0.2232, 0.0956], [0.0828, 0.1584, 0.2753], [-1.8509, -0.8454, -0.0248], [0.6803, 0.1950, -0.0777], [-0.0580, -0.1947, -0.0046]], "mulliken_charge": [-0.5481, -0.6197, -0.5754, -0.0398, 0.0651, 0.3347, -0.1688, -0.3401, -0.1549, 0.5069, -0.1466, 0.5312, 0.0236, -0.0928, 0.2815, -0.5644, -0.1196, -0.6875, 0.3471, -0.7177, -0.0190, 0.2254, 0.0305, -0.1524, -0.8994, 0.2545, 0.3674, 0.4699, 0.3596, 0.3560, 0.3355, 0.4666, 0.3749, 0.3410, 0.3898, -0.6573, 0.3029, -0.1085, -0.8023, -0.2260, 0.0481, 0.1599, -0.7396, -0.5195, 0.2606, -0.3041, 0.3117, -0.9197, 0.1067, 0.3277, 0.4139, -0.7536, 0.4532, 0.1009, -0.6579, 0.2600, -0.3563, 0.1741, 0.4212, 0.0820, 0.0882, -0.8676, -0.1002, -0.3601, 0.2988, 0.3707, -0.3385, 0.3137, 0.3695, 0.3993, -0.0133, -0.7613, 0.2403, 0.0968, 0.2703, 0.3709, 0.1004, -0.6287, 0.2047, 0.3345, 1.3332, 0.4769, 0.3597, -0.3035, 0.2940, 0.1394, 0.4109, 0.1821, 0.2636, 0.4080, -0.5459]}